Record 1
Computed, not measured: a molecular structure, C13H14MnN4O4, with ωB97M-V/def2-TZVPD.

```
36
Properties=species:S:1:pos:R:3:forces:R:3
Mn 0.414 0.383 1.293 0.30 0.60 1.06
N -0.183 -1.549 2.020 -0.30 0.20 -0.19
C -1.440 -1.272 2.753 -0.12 0.13 0.05
C -1.480 0.204 3.170 -0.22 -0.16 0.00
O -1.720 0.530 4.319 -0.12 -0.05 -0.09
N -1.223 1.030 2.120 0.85 -0.39 -0.11
C -0.959 2.417 2.484 -0.06 0.11 -0.18
C -0.070 3.047 1.421 0.08 0.01 -0.16
O 0.015 4.246 1.289 0.03 -0.03 -0.03
O 0.592 2.175 0.677 -0.11 -0.25 -0.01
H -0.322 -2.317 1.373 0.13 -0.03 0.04
H 0.555 -1.785 2.674 0.02 0.01 -0.05
H -1.576 -1.892 3.637 0.08 -0.06 -0.03
H -2.267 -1.450 2.065 -0.04 -0.02 0.05
H -0.430 2.452 3.442 0.00 0.08 0.00
H -1.863 3.018 2.583 -0.04 -0.07 0.01
N 2.121 -0.132 0.083 -0.20 0.01 -0.19
C 1.826 -0.460 -1.286 0.01 -0.01 -0.09
C 2.757 -0.763 -2.238 -0.09 0.00 0.07
C 2.352 -1.056 -3.559 -0.06 -0.01 -0.05
C 1.032 -1.027 -3.913 0.08 0.00 0.03
C 0.046 -0.705 -2.950 0.05 0.01 0.02
C -1.336 -0.611 -3.230 -0.08 0.02 0.05
C -2.203 -0.256 -2.236 0.04 -0.03 -0.10
C -1.701 -0.011 -0.943 0.09 -0.03 0.00
N -0.427 -0.117 -0.650 -0.30 0.05 0.24
C 0.453 -0.438 -1.632 0.12 0.06 0.01
H 2.621 0.749 0.169 0.00 0.01 0.00
H 2.658 -0.862 0.536 0.10 0.10 0.04
H 3.810 -0.768 -1.984 0.00 0.00 0.01
H 3.106 -1.293 -4.297 -0.02 0.00 -0.01
H 0.724 -1.237 -4.930 0.02 0.00 0.00
H -1.685 -0.808 -4.236 -0.03 0.01 0.01
H -3.264 -0.155 -2.417 0.00 0.00 -0.02
H -2.350 0.293 -0.129 0.01 0.00 0.02
O 1.417 0.421 2.521 -0.23 -0.25 -0.38
```
Forces are in eV/Å.

Output
**Highest occupied orbital energy (spin up / spin down)**: -0.318 / -0.319 Eh
**Orbital gap (spin up / spin down)**: 7.720 / 7.750 eV
**Expectation value of S²**: 0.80
**2S+1**: 2
**Energy**: -59179.4810 eV

natural (NBO) atomic charge list, values in e, 5 entries: 1.037 -0.780 -0.306 0.651 -0.611

***

Record 2
Computed, not measured: a molecular structure, C36H96AsF6O36S12, with ωB97M-V/def2-TZVPD.

```
187
Properties=species:S:1:pos:R:3:forces:R:3
As 22.512 -1.184 -23.606 0.14 -1.66 -0.67
F 22.919 -2.604 -24.527 0.10 -0.24 -0.30
F 24.115 -1.267 -22.965 0.31 0.37 0.38
F 22.131 0.168 -22.612 -0.14 0.38 0.14
F 20.961 -1.233 -24.382 -0.39 0.40 0.34
F 21.931 -2.254 -22.354 -0.07 0.30 0.17
F 23.020 -0.170 -24.896 0.34 0.46 -0.10
O 23.682 3.872 -26.566 -0.10 -0.31 -0.34
S 24.070 4.922 -25.688 1.26 0.90 0.50
O 23.158 5.480 -24.747 -0.32 -0.11 0.13
O 25.341 4.463 -24.833 -0.35 0.31 -0.25
C 26.076 3.284 -25.208 0.31 -1.06 0.43
C 25.441 2.042 -24.592 -0.16 0.78 -0.29
C 24.791 6.276 -26.626 -0.80 -0.78 -0.17
H 27.079 3.371 -24.784 -0.13 0.53 -0.01
H 26.198 3.169 -26.287 -0.29 0.27 -0.01
H 25.238 2.221 -23.535 0.34 -0.09 0.08
H 26.162 1.237 -24.737 -0.34 -0.32 0.06
H 24.471 1.864 -25.052 0.16 -0.44 -0.18
H 24.781 7.177 -26.029 0.25 -0.02 0.22
H 24.127 6.402 -27.480 0.07 0.05 -0.08
H 25.770 5.950 -26.957 0.15 0.17 -0.02
O 17.752 -4.304 -28.828 -0.42 0.05 -0.11
S 19.020 -4.083 -29.441 0.51 -1.14 1.46
O 19.268 -2.933 -30.225 0.21 0.30 -0.60
O 20.145 -4.097 -28.295 -0.21 0.41 -0.22
C 19.824 -4.687 -27.015 -0.15 -0.93 0.24
C 19.258 -3.708 -26.025 -0.70 0.72 -0.82
C 19.517 -5.572 -30.264 0.43 0.45 -0.72
H 20.718 -5.207 -26.664 0.26 0.41 -0.14
H 19.090 -5.486 -27.165 0.02 0.12 -0.07
H 18.263 -3.436 -26.392 -0.14 -0.39 0.29
H 19.737 -2.728 -25.999 0.71 -0.37 0.25
H 19.174 -4.170 -25.047 -0.02 0.10 0.14
H 20.544 -5.406 -30.588 -0.02 0.01 -0.02
H 18.896 -5.716 -31.145 -0.15 -0.08 0.09
H 19.500 -6.427 -29.598 -0.29 0.07 0.20
O 18.245 2.309 -24.876 -0.27 0.28 -0.17
S 18.586 2.973 -23.665 0.58 -0.18 0.38
O 18.485 4.391 -23.509 -0.13 0.14 -0.24
O 17.734 2.298 -22.482 -0.32 0.08 -0.16
C 16.973 3.215 -21.655 0.04 0.21 0.36
C 16.087 2.462 -20.704 -0.44 -0.76 0.21
C 20.197 2.447 -23.183 -0.31 -0.35 0.23
H 16.372 3.865 -22.289 0.06 -0.05 -0.06
H 17.670 3.847 -21.100 0.03 -0.05 -0.08
H 16.565 1.706 -20.075 0.48 0.48 0.04
H 15.308 1.881 -21.208 -0.06 0.45 -0.20
H 15.617 3.188 -20.039 -0.07 -0.04 -0.05
H 20.326 1.420 -23.515 0.10 0.02 -0.09
H 20.195 2.454 -22.097 0.21 0.16 0.04
H 20.952 3.108 -23.595 -0.03 0.07 -0.14
O 25.975 -6.392 -22.967 0.36 0.34 0.31
S 24.780 -7.029 -23.396 -1.09 0.41 -0.30
O 24.867 -8.157 -24.269 -0.12 -0.37 0.10
O 23.926 -7.361 -22.085 0.59 -0.54 -0.77
C 23.166 -8.603 -22.085 -0.65 -0.51 1.44
C 22.103 -8.388 -21.012 -0.65 0.29 -0.55
C 23.710 -5.805 -24.123 0.30 0.27 0.13
H 23.798 -9.430 -21.760 0.34 0.13 -0.46
H 22.712 -8.821 -23.047 0.16 0.25 -0.17
H 22.409 -8.567 -19.988 0.44 0.24 -0.01
H 21.181 -8.956 -21.155 0.26 -0.25 -0.35
H 21.792 -7.357 -21.163 -0.11 0.11 0.54
H 23.596 -5.022 -23.375 0.00 0.11 -0.07
H 22.731 -6.176 -24.418 0.07 -0.41 0.18
H 24.216 -5.398 -24.996 0.10 0.01 0.01
O 20.317 -7.183 -23.472 0.29 -0.22 -0.26
S 19.446 -6.296 -22.776 0.44 0.78 1.21
O 18.205 -5.898 -23.352 -0.42 -0.03 -0.17
O 19.191 -7.015 -21.356 -0.21 0.41 -0.73
C 18.050 -6.607 -20.576 -0.33 -0.37 1.08
C 18.444 -5.771 -19.365 0.44 0.06 -0.18
C 20.358 -4.840 -22.267 0.87 -1.27 -1.15
H 17.644 -7.541 -20.169 -0.04 0.05 -0.41
H 17.285 -6.124 -21.187 0.22 -0.04 -0.11
H 18.771 -4.768 -19.648 -0.19 0.01 0.08
H 19.276 -6.226 -18.825 0.03 -0.10 -0.18
H 17.614 -5.731 -18.657 -0.14 0.20 -0.21
H 19.749 -4.199 -21.650 0.11 0.16 0.12
H 20.757 -4.372 -23.171 -0.71 0.35 -0.10
H 21.291 -5.243 -21.866 -0.32 0.12 0.85
O 15.789 -3.128 -21.760 -0.03 -0.47 0.16
S 16.869 -2.218 -21.897 0.25 1.55 -1.21
O 18.217 -2.542 -21.523 -0.06 -0.45 0.50
O 16.914 -1.778 -23.432 -0.68 -0.64 0.80
C 18.003 -0.974 -23.849 2.09 0.45 -0.88
C 17.872 -0.610 -25.309 -0.58 -0.06 -0.34
C 16.433 -0.663 -21.161 -0.25 -0.52 -0.25
H 18.985 -1.464 -23.787 -0.68 -0.67 0.31
H 18.193 -0.098 -23.218 -0.83 0.13 -0.03
H 18.709 0.035 -25.557 0.02 0.03 -0.15
H 16.953 -0.096 -25.591 0.03 0.23 0.34
H 17.902 -1.490 -25.954 0.13 0.04 0.26
H 17.059 0.106 -21.598 0.00 -0.04 0.02
H 16.566 -0.709 -20.084 -0.05 0.04 0.03
H 15.399 -0.483 -21.441 -0.06 -0.02 0.12
O 31.892 -0.014 -21.128 0.34 -0.08 0.64
S 31.066 -0.073 -22.277 -0.86 1.45 -0.67
O 31.318 -1.060 -23.281 -0.48 -0.48 -0.05
O 29.571 -0.095 -21.714 0.24 -0.35 -0.87
C 28.434 -0.370 -22.617 -0.19 -0.05 0.37
C 27.557 -1.338 -21.849 -0.05 -0.86 -0.33
C 31.119 1.531 -23.097 -0.08 -0.76 1.14
H 28.759 -0.737 -23.592 0.27 -0.17 0.25
H 27.913 0.572 -22.821 0.19 0.02 0.28
H 26.635 -1.627 -22.368 -0.02 0.57 -0.11
H 27.316 -0.943 -20.869 -0.07 0.13 0.03
H 28.044 -2.306 -21.698 0.36 0.24 0.02
H 32.125 1.525 -23.502 -0.05 0.41 -0.39
H 31.006 2.254 -22.293 0.18 0.14 -0.05
H 30.303 1.653 -23.801 0.17 -0.25 -0.37
O 23.931 2.957 -19.081 -0.30 0.14 0.36
S 24.285 3.461 -20.369 -0.39 -1.33 -0.37
O 24.868 4.741 -20.508 0.60 0.50 -0.23
O 25.283 2.387 -21.022 -0.58 0.61 -0.24
C 24.943 0.994 -20.856 1.10 -1.16 0.80
C 25.577 0.474 -19.571 -0.13 0.18 0.60
C 22.857 3.354 -21.424 0.34 1.44 0.56
H 25.384 0.460 -21.693 -0.12 0.30 -0.33
H 23.885 0.736 -20.824 -0.19 0.65 -0.30
H 25.580 -0.616 -19.505 -0.20 0.01 -0.22
H 25.014 0.867 -18.727 0.02 -0.09 0.11
H 26.608 0.799 -19.425 0.03 0.11 -0.32
H 22.307 4.267 -21.169 -0.17 -0.26 0.26
H 22.294 2.478 -21.145 -0.04 -0.31 -0.47
H 23.143 3.548 -22.455 0.09 -0.71 -0.14
O 18.507 -0.738 -16.030 0.18 0.02 0.52
S 18.359 -0.834 -17.436 0.34 -0.56 -1.14
O 17.555 0.120 -18.141 -0.39 0.11 0.01
O 19.823 -0.793 -18.050 0.00 -0.14 0.60
C 20.047 -1.068 -19.463 -1.06 0.31 -0.22
C 19.661 0.075 -20.373 0.27 -0.50 -1.41
C 17.799 -2.493 -17.885 0.72 1.36 0.46
H 19.464 -1.943 -19.764 0.34 -0.03 0.17
H 21.105 -1.285 -19.542 0.10 -0.04 0.06
H 20.292 0.950 -20.242 -0.08 0.14 0.11
H 18.610 0.330 -20.469 0.10 0.15 1.02
H 19.814 -0.324 -21.392 0.57 0.18 0.25
H 18.656 -3.133 -17.701 -0.13 -0.30 -0.09
H 17.536 -2.415 -18.933 -0.22 -0.49 -0.02
H 16.982 -2.692 -17.204 -0.24 -0.20 -0.16
O 20.598 2.269 -30.012 -0.19 0.08 -0.20
S 20.329 1.477 -28.857 0.82 0.42 0.87
O 19.020 1.008 -28.551 -0.44 -0.15 -0.04
O 21.335 0.267 -28.953 -0.13 -0.41 -0.19
C 21.106 -0.898 -28.093 0.72 0.95 0.03
C 22.371 -1.706 -28.044 0.12 -0.46 0.23
C 21.051 2.348 -27.463 0.29 -0.84 -0.01
H 20.277 -1.458 -28.506 -0.12 0.01 0.13
H 20.919 -0.523 -27.080 -0.35 -0.17 -0.10
H 22.694 -2.103 -29.008 -0.44 -0.24 -0.01
H 22.113 -2.488 -27.323 0.40 -0.34 -0.31
H 23.254 -1.210 -27.645 -0.30 0.52 0.22
H 22.110 2.137 -27.590 0.12 0.67 -0.15
H 20.826 1.929 -26.482 -0.58 -0.13 -0.21
H 20.790 3.396 -27.504 0.07 0.13 -0.10
O 21.620 -5.004 -18.835 -0.03 -0.24 -0.21
S 22.663 -5.623 -18.068 -0.31 0.87 0.88
O 22.803 -7.036 -18.014 0.35 -0.21 -0.28
O 24.050 -4.981 -18.483 -0.14 -0.44 -0.06
C 24.040 -3.568 -18.827 -0.32 0.31 -0.21
C 24.248 -3.341 -20.297 0.49 0.67 -0.72
C 22.506 -5.021 -16.389 0.04 0.06 -0.90
H 24.830 -3.111 -18.229 -0.05 -0.07 -0.01
H 23.073 -3.135 -18.552 0.18 -0.09 0.15
H 24.114 -2.276 -20.529 -0.14 -0.06 0.25
H 23.539 -3.842 -20.954 -0.08 -0.26 0.27
H 25.265 -3.540 -20.643 -0.06 -0.41 0.19
H 21.663 -5.528 -15.934 0.01 -0.12 0.10
H 22.293 -3.959 -16.485 0.09 0.08 0.25
H 23.452 -5.217 -15.899 -0.04 -0.02 0.26
O 29.763 0.047 -28.191 0.26 0.41 -0.75
S 29.256 -0.412 -26.956 -0.43 -1.28 0.67
O 28.820 0.497 -25.943 0.09 0.53 0.35
O 28.038 -1.362 -27.304 0.11 0.07 -0.28
C 27.335 -1.989 -26.213 -1.11 0.24 0.21
C 26.085 -2.618 -26.798 0.90 0.27 -1.04
C 30.372 -1.580 -26.233 -0.08 0.30 -0.43
H 26.957 -1.220 -25.529 0.63 -0.04 0.15
H 27.986 -2.711 -25.718 -0.06 0.06 0.05
H 26.371 -3.338 -27.570 -0.19 -0.35 0.38
H 25.575 -1.835 -27.355 -0.33 0.08 0.25
H 25.456 -3.015 -26.018 -0.23 -0.24 0.10
H 30.430 -2.452 -26.879 -0.05 0.01 -0.10
H 29.978 -1.840 -25.259 0.34 0.00 0.21
H 31.339 -1.089 -26.202 0.07 -0.04 0.37
```
Forces are in eV/Å.

Output
**Highest occupied orbital energy**: -0.333 Eh
**Charge**: -1
**Orbital gap**: 10.635 eV
**Energy**: -319768.1240 eV

Löwdin atomic charge list, values in e, 5 entries: 0.712 -0.259 -0.244 -0.230 -0.241

***

Short version: ΔE to the lowest compared entry with this formula, charge and spin = 17.4 0.0 kJ/mol, in the order given.